# 1
Formula: C12H17N
Source: OMol25
Level of theory: ωB97M-V/def2-TZVPD

Structure (XYZ):
```
30
Properties=species:S:1:pos:R:3:forces:R:3:lowdin_charge:R:1
C -1.6695 -0.7804 -0.9379 -0.1 -0.4 -0.1 -0.026
H -2.0421 -1.7194 -1.3316 -0.2 0.1 0.0 0.107
H 4.1094 -0.8109 -2.2039 0.2 0.0 -0.1 0.065
H 3.8089 -3.4916 0.2461 0.0 0.0 -0.1 0.065
H 2.1304 -3.1464 0.6758 0.0 -0.1 0.1 0.064
C 4.3196 -1.3889 -1.3032 0.7 0.3 -0.3 -0.134
H 2.2557 -1.8233 -1.2678 -0.3 -0.2 -0.2 0.078
C -2.8046 3.2856 1.6991 -0.1 -0.5 -0.1 -0.046
C 3.1125 -2.7009 0.5189 -0.5 0.5 -0.2 -0.109
H -3.7626 3.7711 1.8629 0.0 0.1 0.0 0.073
C -2.9661 1.9257 1.0928 0.5 -0.4 0.4 -0.228
C 3.0247 -1.5961 -0.5458 0.5 -0.4 0.3 -0.321
C -2.4049 0.0230 -0.0654 0.1 -0.1 0.1 -0.218
H -5.0011 1.1680 1.5140 0.0 0.0 0.1 0.118
H 4.8298 -2.3108 -1.5954 -0.4 -0.2 -0.1 0.068
N -3.6818 -0.0992 0.4171 0.0 0.0 0.1 0.071
H 5.1038 -0.8462 -0.7664 -0.3 0.1 0.3 0.070
C 0.1236 0.8538 -0.8153 -0.1 -0.7 0.1 -0.100
H 0.0727 -0.8173 -2.1554 0.3 -0.5 0.2 0.094
H 3.4148 -2.2574 1.4593 0.2 -0.1 0.3 0.064
C -4.0026 1.0446 1.1275 -0.3 0.2 -0.4 -0.057
H -2.2792 3.2021 2.6490 0.0 0.2 0.1 0.080
H -4.2958 -0.8733 0.2523 0.0 0.0 0.0 0.147
H 1.1504 1.0883 -1.0566 0.0 0.3 -0.2 0.092
H 2.7340 -0.6546 -0.0833 -0.1 0.0 0.1 0.089
C -0.4255 -0.3490 -1.3228 0.0 0.9 -0.2 -0.106
H -0.1537 2.5310 0.4524 -0.1 0.1 0.0 0.107
H -2.1970 3.8954 1.0330 -0.1 0.2 0.0 0.073
C -1.8985 1.2407 0.4054 -0.2 0.5 -0.4 -0.146
C -0.6055 1.6363 0.0453 0.3 0.0 0.1 -0.030
```
Positions in Å, forces in eV/Å.

Its energy relative to the best compared isomer or geometry (same formula, charge and spin) is 0.376 eV. As for the multiplicity: 1. The SMILES is Cc1c[nH]c2ccccc12.CCC. As for the highest occupied orbital energy: -7.86 eV. The calculation puts the orbital gap at 8.8 eV.

# 2
Formula: C19H24N4O3
Source: OMol25
Level of theory: ωB97M-V/def2-TZVPD

Structure (XYZ):
```
50
Properties=species:S:1:pos:R:3:forces:R:3:lowdin_charge:R:1
H -5.3741 -2.8835 1.1329 0.1 0.0 -0.1 0.122
H -3.9429 1.5557 -1.5873 0.0 0.0 -0.1 0.127
C -3.0023 0.6046 0.1133 0.1 -0.3 -0.3 -0.224
C -2.9569 1.5002 -1.1245 -0.1 0.1 0.3 -0.116
H -2.2667 1.0652 -1.8484 0.0 0.0 -0.1 0.128
C -1.6180 0.5919 0.7763 -0.1 0.2 0.1 -0.108
H 4.5595 -3.7290 0.4481 0.0 -0.1 0.0 0.081
H -3.1106 -3.4848 2.0358 0.0 0.0 0.1 0.077
C -0.2984 3.8167 -0.4013 0.1 0.2 0.1 -0.506
C 2.3630 0.3265 -0.3449 0.6 0.1 0.4 -0.200
N -1.1943 2.8377 -0.1073 -0.1 -0.1 -0.1 -0.050
C 2.5003 -3.1049 -1.5589 0.0 0.0 0.0 -0.029
H -1.6506 0.0180 1.7038 0.0 0.0 0.0 0.129
C 2.8757 -1.8364 -0.8665 -0.3 0.3 0.0 -0.269
H -0.1785 2.0180 1.5248 -0.1 0.0 0.0 0.116
H -4.6949 -2.9261 -0.5242 -0.1 0.0 0.2 0.121
C 3.5632 0.4294 0.4070 -0.6 0.0 -0.4 -0.218
C -1.1752 2.0216 1.0871 0.2 -0.3 0.3 -0.136
O -0.5630 4.7710 -1.1049 0.0 0.2 -0.1 0.072
H 3.2481 -3.3637 -2.3071 0.0 -0.1 -0.1 0.083
C 1.5013 1.4285 -0.4470 0.1 0.4 0.1 0.032
C 4.0889 -1.7264 -0.1219 0.2 0.3 0.2 -0.273
H -3.2242 3.3514 -0.0442 0.0 0.1 0.0 0.136
C 3.8661 1.6478 1.0464 -0.1 0.2 -0.1 -0.006
N 0.9660 3.7130 0.1847 0.1 0.4 0.2 0.130
H 1.5368 -2.9758 -2.0434 0.0 0.0 0.0 0.080
O -3.0329 -1.3795 -1.2666 0.1 -0.1 -0.1 0.126
H 2.4403 -3.9254 -0.8453 0.0 -0.1 0.0 0.082
H -0.9023 0.1171 0.1041 0.0 0.0 0.0 0.114
C 3.0033 2.7003 0.9525 0.1 -0.1 0.1 -0.014
N 2.0461 -0.8310 -0.9667 -0.1 -0.2 -0.2 0.174
H -3.6883 -4.7160 0.9020 0.0 -0.1 0.0 0.077
C -4.4711 -2.7526 0.5333 0.0 -0.5 -0.2 -0.215
C 1.7999 2.5982 0.2143 0.0 -0.6 -0.3 -0.254
H 1.4527 4.6007 0.1706 -0.2 -0.1 -0.1 0.150
N 4.4066 -0.6183 0.4972 0.2 -0.3 0.0 0.168
H -2.4751 -3.5378 0.3842 0.1 0.0 0.0 0.075
H -2.4149 3.5456 -1.6125 -0.1 -0.1 0.2 0.125
H 5.3869 -3.1713 -1.0046 0.1 -0.1 -0.1 0.082
H 0.6226 1.3401 -1.0638 -0.1 0.0 0.0 0.118
H 3.2286 3.6365 1.4429 0.0 0.1 0.1 0.113
H -3.7434 0.9738 0.8286 0.0 0.0 0.0 0.153
C -2.4989 2.9015 -0.7362 -0.1 0.0 -0.5 -0.132
C -3.3613 -3.6846 0.9967 -0.2 0.4 -0.1 -0.061
H -1.8722 2.4576 1.8191 0.1 0.0 0.0 0.136
H 5.8962 -2.5700 0.5855 0.0 0.0 0.0 0.079
O -4.1039 -1.3815 0.7065 -0.1 0.0 0.4 -0.001
H 4.7874 1.7204 1.6028 0.1 0.0 0.1 0.114
C 5.0431 -2.8705 -0.0160 0.0 0.0 0.0 -0.033
C -3.3676 -0.8201 -0.2572 0.0 0.5 0.0 -0.478
```
Positions in Å, forces in eV/Å.

Its energy relative to the best compared isomer or geometry (same formula, charge and spin) is 0.737 eV. As for the multiplicity: 1. The SMILES is CCOC(=O)C1CCN(C(=O)Nc2ccc3nc(C)c(C)nc3c2)CC1. As for the highest occupied orbital energy: -8.30 eV. The calculation puts the orbital gap at 8.4 eV.

# 3
Formula: C10H13Cl28FN2O2S
Source: OMol25
Level of theory: ωB97M-V/def2-TZVPD

Structure (XYZ):
```
57
Properties=species:S:1:pos:R:3:forces:R:3:lowdin_charge:R:1
H 10.4661 -4.4575 -3.8728 0.0 -0.1 -0.1 -0.045
H -2.8623 2.9535 -2.6544 -0.1 0.5 -0.1 0.079
Cl -12.7194 -1.5514 0.5296 -0.1 0.0 0.0 0.501
H 10.4869 -2.7697 -0.2765 0.0 0.1 -0.1 0.015
Cl -5.4634 4.1819 -0.0066 0.0 0.0 0.0 0.527
C -2.8577 -4.1579 0.2782 -0.1 0.0 -0.2 -1.529
Cl -4.4601 -4.4050 0.9801 0.1 0.0 0.0 0.526
Cl -7.2641 0.9473 2.2687 -0.3 -0.3 0.1 0.551
O 0.7990 1.2523 -3.0875 -0.9 -0.6 3.8 -0.290
H -7.6709 -0.4287 0.4119 0.0 0.1 0.0 0.020
C -8.1622 0.4429 0.8297 -0.2 0.1 0.0 -1.505
H -2.2049 -4.9472 0.6330 0.0 0.1 0.0 0.015
Cl -4.2999 1.9118 1.3891 -0.5 0.2 0.2 0.506
C -1.4056 1.5831 4.5218 -0.1 0.0 0.0 -1.526
Cl 8.5398 4.2400 2.3637 0.0 -0.1 0.1 0.523
N -1.2000 1.3405 -1.4771 1.0 0.1 1.1 -0.594
C -5.1860 3.4339 1.5721 0.2 0.1 -0.1 -1.523
C -13.4825 -0.4791 -0.6521 0.1 0.0 -0.1 -1.541
C 4.3779 -1.4448 -0.0829 0.0 0.0 -0.2 -1.532
Cl 9.6152 -4.9437 -6.0037 0.0 0.0 0.1 0.519
H -2.8833 2.1648 -0.4521 1.0 -0.3 -0.6 0.010
N -2.1876 3.4187 -2.0544 0.2 -1.1 0.4 0.030
Cl 10.5874 2.1860 2.1592 -0.1 0.1 0.1 0.504
Cl 7.8134 1.5397 1.5692 0.0 0.0 0.1 0.503
Cl 5.0096 -2.5339 1.1606 0.0 0.0 0.0 0.510
Cl 9.9357 -6.7385 -3.7397 0.0 0.1 0.0 0.517
H 8.7387 2.2576 3.6004 0.0 0.0 -0.1 0.013
Cl 12.2684 -5.4996 -4.9542 -0.1 0.0 0.0 0.517
F 1.3704 0.6949 -0.6968 -1.7 1.1 -0.8 -0.224
O 0.8204 3.0617 -1.4931 -1.1 -3.0 1.4 -0.271
C 10.5589 -5.2980 -4.5524 0.0 -0.1 -0.1 -1.558
C -1.9372 2.5039 -0.9322 -0.6 1.6 0.2 -0.400
Cl 10.5511 -0.4305 -0.1202 0.0 -0.2 -0.1 0.510
H -14.2102 0.1343 -0.1334 0.1 0.0 0.0 0.013
Cl -1.5068 -0.1118 -0.6006 0.0 0.1 -0.3 0.625
Cl -12.2861 0.5889 -1.3940 -0.1 0.0 0.1 0.510
H -2.5447 4.3002 -1.7061 -0.1 -0.1 -0.1 0.068
Cl -2.3854 0.4135 5.4130 0.1 0.0 -0.1 0.529
Cl 8.2298 -2.1675 -0.0579 0.4 -0.2 0.0 0.491
H 3.6539 -0.7837 0.3801 0.1 -0.1 0.0 0.004
Cl -4.3141 4.5424 2.6335 -0.1 -0.1 -0.1 0.535
Cl -8.1529 1.7222 -0.3887 0.0 -0.1 0.0 0.529
Cl -1.5386 1.3035 2.7792 0.4 -0.1 0.2 0.487
Cl -1.8761 3.2334 4.9377 0.1 -0.1 0.0 0.518
S 0.4753 1.6479 -1.6968 2.7 2.5 -5.2 0.682
Cl 3.5598 -2.3589 -1.3531 0.0 0.1 0.1 0.534
H -1.3676 3.0795 -0.1708 -0.2 -0.6 -0.3 0.120
Cl 9.8984 -2.0622 -2.4360 0.0 0.0 0.0 0.543
Cl 5.6754 -0.4575 -0.7632 -0.4 0.2 0.0 0.495
Cl -14.3289 -1.4175 -1.8870 0.0 0.1 0.1 0.524
C 9.8744 -1.9661 -0.6692 -0.1 0.0 0.1 -1.520
H -6.1469 3.2181 2.0208 0.0 0.0 -0.1 -0.047
Cl -2.9280 -4.2450 -1.4843 0.0 0.0 0.1 0.534
Cl -2.1837 -2.6075 0.7982 0.0 -0.3 0.3 0.487
H -0.3692 1.4462 4.8082 -0.1 0.0 0.0 0.014
Cl -9.8181 -0.0022 1.2505 0.2 0.0 0.0 0.510
C 8.8982 2.5207 2.5612 0.0 0.0 -0.2 -1.540
```
Positions in Å, forces in eV/Å.

As for the multiplicity: 1. The SMILES is NCN(Cl)S(=O)(=O)F.ClC(Cl)Cl.ClC(Cl)Cl.ClC(Cl)Cl.ClC(Cl)Cl.ClC(Cl)Cl.ClC(Cl)Cl.ClC(Cl)Cl.ClC(Cl)Cl.ClC(Cl)Cl. As for the highest occupied orbital energy: -10.06 eV. The calculation puts the orbital gap at 10.1 eV.

# 4
Formula: C26H35HfN2
Source: OMol25
Level of theory: ωB97M-V/def2-TZVPD

Structure (XYZ):
```
64
Properties=species:S:1:pos:R:3:forces:R:3:lowdin_charge:R:1
H -0.5990 -1.6502 -3.4352 0.0 -0.3 0.1 0.059
H 1.6941 -2.4620 2.6895 0.2 -0.6 -0.2 0.049
H -2.7376 0.7049 -2.6352 -0.2 -0.1 0.4 0.083
C 2.1693 -0.8724 -2.6046 0.2 0.4 -0.4 -0.020
C 0.3599 2.2319 -0.9938 2.0 0.4 0.2 -0.202
H -2.7638 -0.6996 -1.5475 0.0 0.5 0.0 0.070
H 1.6334 0.5017 5.3658 -0.2 0.3 -0.1 0.124
H 0.5640 -1.4390 4.5683 -0.1 0.2 -0.3 0.128
C 3.2937 -1.0222 0.3103 0.3 0.3 0.1 -0.032
C 1.0589 -2.3246 0.6572 -0.1 0.2 -1.1 -0.320
H 3.3271 -0.8265 1.3916 0.1 -0.1 -0.3 0.080
H -2.7061 -1.4020 0.4094 0.3 0.4 0.4 0.062
H -0.1840 2.1460 -4.7894 0.3 0.2 0.2 0.113
H 3.0276 -1.5265 -2.8343 -0.3 0.1 0.2 0.105
C 1.4057 -1.3908 -1.4375 -0.2 -0.4 0.7 -0.276
H 3.5691 -0.0913 -0.2055 0.0 -0.2 0.1 0.084
H -2.5077 1.3997 1.6032 0.8 0.0 -0.5 0.127
H -2.0599 -3.4404 -0.3617 0.2 -0.1 0.2 0.075
C -0.1177 1.0829 -1.5500 -0.4 -0.8 -1.5 -0.283
H -3.6476 2.8710 -0.7242 0.4 -0.2 0.0 0.106
H 2.5635 0.1355 -2.4131 -0.1 -0.2 -0.1 0.091
C -0.6309 -2.4331 -2.6733 -0.4 0.2 -0.4 -0.019
C -0.3097 1.0600 -2.9539 0.1 0.8 0.4 -0.119
H -4.0556 0.5182 -1.4401 0.5 0.0 0.0 0.116
C -2.5560 2.7144 -0.7747 0.3 0.2 0.0 -0.042
H -1.3145 -3.7056 1.2258 0.0 0.0 -0.2 0.081
H -1.6837 -2.6268 -2.4357 0.2 0.0 -0.1 0.079
H -0.7885 -4.6596 -0.1746 0.0 0.4 0.1 0.106
H 0.6978 2.1174 0.0666 -0.3 0.9 -0.5 0.071
N 0.3255 0.8613 2.2761 -0.9 0.4 1.2 -0.015
C 0.6247 3.0180 3.3020 -0.7 0.3 -0.7 -0.050
C -0.0839 -2.6216 -0.1631 1.2 -0.3 -0.3 -0.321
H 0.7434 -3.8561 2.1374 0.2 0.2 -0.1 0.083
C 1.2308 2.4288 4.4137 0.3 -1.1 0.1 -0.022
H 1.6415 3.0443 5.2167 -0.1 -0.2 -0.3 0.127
Hf -0.0899 -0.1875 0.3020 -0.2 -0.2 -1.6 1.594
C 0.7400 3.3615 -1.7358 0.1 -0.3 0.3 -0.063
H 0.8432 4.2039 -3.7068 -0.1 -0.2 0.0 0.108
H -2.1021 -1.0135 2.0790 -0.3 0.3 -0.5 0.059
H -2.2224 3.0617 -1.7615 0.0 -0.1 0.2 0.092
C 1.2426 1.0384 4.5031 0.1 0.9 0.2 0.002
H 4.0666 -1.7739 0.0804 -0.2 0.2 0.1 0.101
C -2.9682 0.3842 -1.6078 0.4 -0.4 -0.7 -0.045
H -0.7620 0.1959 -3.4411 0.2 0.4 0.1 0.081
C 1.9397 -1.4826 -0.1165 -0.6 -0.8 -0.3 -0.328
H -0.4176 -1.4682 3.1600 0.6 0.4 0.1 0.094
N 0.3624 -1.0352 3.6590 -0.1 0.4 0.1 0.141
C 1.5025 -3.1233 1.8347 0.2 0.1 0.8 -0.039
H -0.4763 2.6536 1.4755 0.6 -0.2 0.4 0.093
H -0.2241 -3.3477 -3.1344 -0.1 0.2 0.2 0.109
C -1.1125 -3.6557 0.1487 -0.4 -0.1 0.1 -0.042
C 0.6516 0.2906 3.4761 -0.3 -0.4 -0.6 -0.333
C -2.0977 -0.7062 1.0148 -0.6 -0.6 0.5 -0.243
H 0.5107 4.0972 3.2171 0.0 -0.3 0.2 0.119
H 1.1896 4.2102 -1.2130 -0.2 -0.2 -0.4 0.112
C 0.1448 -2.0625 -1.4608 0.8 -0.3 0.9 -0.270
C -2.2510 0.7351 0.7629 -1.0 0.5 -1.6 -0.262
C 0.0315 2.1814 -3.7200 -0.4 -0.3 0.2 -0.059
H 1.5508 -0.8132 -3.5056 0.1 0.0 0.2 0.078
C 0.5668 3.3310 -3.1193 -0.1 0.0 0.3 -0.074
H 2.4302 -3.6769 1.6126 -0.4 0.2 -0.1 0.102
C 0.1206 2.2244 2.2899 0.8 0.0 0.7 -0.126
H -2.0914 3.3460 -0.0059 -0.1 -0.1 -0.2 0.082
C -2.2621 1.2456 -0.5735 -2.6 -0.9 2.9 -0.383
```
Positions in Å, forces in eV/Å.

Its energy relative to the best compared isomer or geometry (same formula, charge and spin) is 0.000 eV. As for the multiplicity: 1. Its charge is +1. As for the highest occupied orbital energy: -10.38 eV. The calculation puts the orbital gap at 6.9 eV.

Number 1: E_LUMO 0.940 eV. Number 2: E_LUMO 0.093 eV. Number 3: E_LUMO 0.026 eV. Number 4: E_LUMO -3.476 eV.